Entry 1:
A molecular structure, C6H9N5O, computed with ωB97M-V with the def2-TZVPD basis set.

Net charge   0
Orbital gap   9.4 eV
Energy above the lowest of the compared OMol25 structures with the same formula, charge and spin   439.5 kJ/mol
LUMO energy   0.012 hartree
E_HOMO   -9.04 eV

Each line ends with the Mulliken charge.
Element x y z (Å)
C  3.68  -0.30  -0.67  -0.7273
C  1.47  -0.19  0.84  0.4451
C  -0.35  1.01  -0.09  0.5050
C  -2.58  0.52  0.64  -0.1488
C  -3.58  -0.49  0.31  -0.4408
C  -2.85  -1.41  -0.37  -0.0445
H  4.58  -0.82  -0.45  0.3238
H  3.73  1.03  -0.48  0.2921
H  3.20  -0.91  -1.61  0.2595
H  2.75  -1.64  1.03  0.2232
H  1.34  1.01  -0.93  0.3660
H  -1.31  2.60  -0.54  0.2740
H  -2.84  1.51  1.07  0.3442
H  -4.70  -0.15  0.91  0.2036
H  -3.30  -2.49  -0.90  0.2570
N  2.70  -0.83  0.54  -0.2093
N  0.85  0.37  -0.30  -0.1455
N  -0.33  2.34  -0.05  -0.7415
N  -1.48  0.28  -0.06  0.3366
N  -1.63  -1.08  -0.68  -0.7317
O  0.64  -0.36  1.80  -0.6407

=====

Entry 2:
A single C6H9NO molecule, computed with ωB97M-V with the def2-TZVPD basis set.

Net charge   0
Orbital gap   10.1 eV
Energy above the lowest of the compared OMol25 structures with the same formula, charge and spin   628.2 kJ/mol
LUMO energy   0.036 hartree
SMILES string   C#C[C@@]1(CO)CCN1
E_HOMO   -9.16 eV

Each line ends with the Mulliken charge.
Element x y z (Å)
C  2.08  1.88  -0.14  0.0619
C  1.15  1.14  -0.04  -1.4636
C  0.20  0.01  0.01  1.6888
C  0.74  -1.29  0.53  -0.5297
O  1.65  -1.71  -0.38  -0.4741
C  -1.09  0.36  0.91  -0.8405
C  -1.95  0.27  -0.38  -0.4518
N  -0.58  0.03  -1.21  -0.6523
H  2.57  3.02  -0.37  0.2960
H  -0.06  -2.14  0.19  0.2524
H  1.00  -1.41  1.53  0.3826
H  2.19  -1.02  -0.78  0.3093
H  -1.16  -0.31  1.74  0.3554
H  -0.89  1.50  1.50  0.2461
H  -2.47  -0.70  -0.29  0.2580
H  -2.60  1.19  -0.87  0.2487
H  -0.78  -0.82  -1.94  0.3127

=====

Entry 3:
2 unconnected molecules or ions with the total composition C6H9NO, computed with ωB97M-V with the def2-TZVPD basis set.

Net charge   0
Orbital gap   9.8 eV
Energy above the lowest of the compared OMol25 structures with the same formula, charge and spin   296.4 kJ/mol
LUMO energy   0.009 hartree
SMILES string   c1ccncc1.CO
E_HOMO   -9.54 eV

Each line ends with the Mulliken charge.
Element x y z (Å)
C  1.96  -1.91  -0.46  -0.2342
C  0.65  -2.20  0.33  -0.5522
C  -0.28  -1.26  0.66  -0.1254
N  -0.28  -0.10  0.00  -0.4385
C  0.65  0.13  -0.94  -0.0936
C  1.85  -0.68  -1.18  -0.6000
H  2.51  -2.92  -0.56  0.3122
H  0.52  -3.07  0.89  0.3655
H  -1.12  -1.36  1.40  0.3805
H  0.48  1.12  -1.32  0.4237
H  2.52  -0.57  -1.96  0.4059
C  -1.53  2.79  1.16  -0.5525
O  -2.10  1.97  0.01  -0.5155
H  -2.15  3.82  1.20  0.2154
H  -1.51  2.27  2.07  0.2655
H  -0.61  3.22  0.64  0.2235
H  -1.63  1.18  0.12  0.5196

=====

Entry 4:
2 unconnected molecules or ions with the total composition C6H9NO, computed with ωB97M-V with the def2-TZVPD basis set.

Net charge   0
Orbital gap   8.9 eV
Energy above the lowest of the compared OMol25 structures with the same formula, charge and spin   886.1 kJ/mol
LUMO energy   -0.019 hartree
E_HOMO   -9.42 eV

Each line ends with the Mulliken charge.
Element x y z (Å)
C  0.27  0.16  0.70  1.7799
C  -1.02  -1.42  -0.40  -0.3980
C  1.98  -0.90  -1.22  -0.6421
C  1.52  -0.11  -0.13  -0.4846
C  -0.40  1.42  0.09  -0.3522
C  -1.75  1.53  0.24  -0.6627
H  -0.43  -0.82  2.76  0.3879
H  -0.66  -1.31  -1.57  0.2102
H  -1.69  -2.35  -0.36  0.2427
H  1.43  -1.72  -1.77  0.2627
H  3.00  -0.46  -1.67  0.1968
H  2.08  0.90  0.07  0.2088
H  0.47  2.18  -0.33  0.1461
H  -2.05  2.69  0.10  0.1978
H  -2.67  0.96  0.70  0.2776
N  -0.60  -1.03  0.78  -0.5921
O  0.51  0.29  2.01  -0.7786

=====

Entry 5:
A molecular structure, C6H9NO, computed with ωB97M-V with the def2-TZVPD basis set.

Net charge   0
Orbital gap   10.0 eV
Energy above the lowest of the compared OMol25 structures with the same formula, charge and spin   814.0 kJ/mol
LUMO energy   0.032 hartree
E_HOMO   -9.09 eV

Each line ends with the Mulliken charge.
Element x y z (Å)
C  -1.59  -1.42  0.29  -0.9847
C  -1.00  -0.06  0.53  0.1334
C  1.18  0.92  -1.13  -0.3744
C  1.09  -0.30  -0.17  -0.1083
C  1.50  -0.88  1.08  -0.3042
C  0.42  0.15  1.15  -0.1870
H  -1.21  -1.93  -0.79  0.2212
H  -2.91  -1.43  0.47  0.2861
H  -1.07  -2.22  1.26  0.2100
H  -1.72  0.40  1.34  0.3374
H  1.94  1.28  -1.97  0.2797
H  0.59  -0.94  -0.84  0.2308
H  0.87  -1.83  1.03  0.1414
H  2.32  -0.79  1.92  0.3100
H  0.62  1.16  1.65  0.3010
N  -0.03  1.22  -1.47  -0.2450
O  -1.10  0.92  -0.52  -0.2475

=====

Entry 6:
A molecular structure, C6H9NO, computed with ωB97M-V with the def2-TZVPD basis set.

Net charge   0
Orbital gap   8.1 eV
Energy above the lowest of the compared OMol25 structures with the same formula, charge and spin   615.4 kJ/mol
LUMO energy   -0.031 hartree
E_HOMO   -8.90 eV

Each line ends with the Mulliken charge.
Element x y z (Å)
O  -2.82  0.57  -0.36  -0.5493
C  -1.71  0.16  -0.20  0.0324
C  -1.03  0.12  1.15  -0.4253
C  0.46  0.07  1.34  -0.7059
C  1.24  -0.47  0.09  0.6038
C  0.99  -1.73  -0.25  -0.7877
C  1.13  1.01  -1.13  -0.4337
N  2.14  0.54  -0.44  -0.6036
H  -1.19  -0.29  -1.07  0.3967
H  -1.69  0.64  1.84  0.4088
H  -1.50  -0.84  0.75  0.0998
H  0.93  1.02  1.49  0.3876
H  0.75  -0.61  2.13  0.3676
H  0.16  -2.22  0.24  0.2251
H  1.59  -2.28  -0.96  0.3096
H  0.88  0.52  -2.07  0.3709
H  0.76  2.03  -1.07  0.3032

=====

Entry 7:
A molecular structure, C6H9NO, computed with ωB97M-V with the def2-TZVPD basis set.

Net charge   0
Orbital gap   9.5 eV
Energy above the lowest of the compared OMol25 structures with the same formula, charge and spin   799.5 kJ/mol
LUMO energy   0.039 hartree
E_HOMO   -8.41 eV

Each line ends with the Mulliken charge.
Element x y z (Å)
C  -2.26  -0.33  -0.09  -0.8435
C  -1.11  0.62  0.17  -0.2553
C  1.21  0.84  -0.16  0.0040
C  1.11  -0.23  1.07  -0.4461
C  1.36  -0.60  -0.91  -0.4499
C  -0.78  -0.62  -0.15  0.3207
H  -3.00  -0.54  0.89  0.2247
H  -2.59  -0.80  -1.09  0.2972
H  -1.23  0.83  1.19  0.3676
H  2.01  1.60  -0.26  0.4008
H  1.99  -0.67  1.61  0.2963
H  0.38  0.35  1.76  0.2746
H  2.25  -1.04  -0.46  0.2919
H  1.12  -0.92  -1.96  0.2764
H  -0.71  -0.56  -1.17  0.2556
N  0.45  -1.19  0.30  -0.5267
O  -0.07  1.51  -0.27  -0.4884

=====

Entry 8:
A single C6H9NO molecule, computed with ωB97M-V with the def2-TZVPD basis set.

Net charge   0
Orbital gap   9.8 eV
Energy above the lowest of the compared OMol25 structures with the same formula, charge and spin   575.3 kJ/mol
LUMO energy   0.020 hartree
SMILES string   O[C@H]1[C@H]2C[C@@H]1[C@H]1N[C@@H]21
E_HOMO   -9.29 eV

Each line ends with the Mulliken charge.
Element x y z (Å)
O  2.30  -0.74  0.07  -0.5507
C  0.88  -0.67  -0.29  -0.4331
C  0.30  0.15  0.96  -0.2470
C  0.65  1.44  0.08  -0.6053
C  0.12  0.51  -1.17  -0.3023
C  -1.44  0.16  -0.67  -0.1636
N  -2.05  -1.06  -0.04  -0.6183
C  -1.20  -0.03  0.83  -0.4001
H  2.69  -1.71  -0.37  0.3633
H  0.62  -1.73  -0.34  0.3481
H  0.66  -0.03  2.03  0.3853
H  1.73  1.70  0.13  0.3500
H  -0.16  2.08  0.55  0.3112
H  0.43  0.46  -2.19  0.4851
H  -2.35  0.86  -0.88  0.3406
H  -1.29  -1.73  -0.31  0.3330
H  -1.90  0.34  1.60  0.4038

=====

Entry 9:
2 unconnected molecules or ions with the total composition C6H9NO, computed with ωB97M-V with the def2-TZVPD basis set.

Net charge   0
Orbital gap   10.6 eV
Energy above the lowest of the compared OMol25 structures with the same formula, charge and spin   325.7 kJ/mol
LUMO energy   0.021 hartree
SMILES string   c1ccncc1.CO
E_HOMO   -10.05 eV

Each line ends with the Mulliken charge.
Element x y z (Å)
C  -1.62  0.84  -0.24  -0.0731
C  -3.06  1.14  0.03  -0.3259
C  -3.80  0.10  0.08  -0.0984
N  -3.43  -1.25  0.02  -0.5492
C  -2.12  -1.41  -0.02  -0.1187
C  -1.17  -0.47  -0.23  -0.2785
H  -0.90  1.66  -0.61  0.2865
H  -3.51  2.27  0.54  0.1872
H  -4.83  0.32  0.16  0.3754
H  -1.81  -2.46  0.12  0.3308
H  -0.09  -0.74  -0.46  0.2633
C  4.12  -0.01  -0.09  -0.6303
O  5.42  -0.28  -0.02  -0.5146
H  3.59  -0.29  -0.95  0.2768
H  3.62  -0.68  0.65  0.2627
H  3.78  0.97  0.24  0.2637
H  5.81  0.30  0.79  0.3423

=====

Entry 10:
A single C6H9NO molecule, computed with ωB97M-V with the def2-TZVPD basis set.

Net charge   0
Orbital gap   9.1 eV
Energy above the lowest of the compared OMol25 structures with the same formula, charge and spin   576.2 kJ/mol
LUMO energy   0.033 hartree
SMILES string   N[C@@]12COC=C[C@H]1C2
E_HOMO   -8.19 eV

Each line ends with the Mulliken charge.
Element x y z (Å)
N  -0.52  -1.25  1.23  -0.6814
C  -0.85  -0.55  0.03  0.6017
C  -1.20  0.84  0.18  -0.6607
O  0.03  1.70  0.47  -0.3737
C  1.31  1.27  0.12  -0.0501
C  1.67  0.03  -0.33  -0.6941
C  0.49  -0.62  -0.93  -0.0853
C  -0.65  -1.58  -1.12  -0.6426
H  0.22  -0.63  1.73  0.3520
H  -1.39  -1.11  1.79  0.2830
H  -1.68  1.58  -0.55  0.2546
H  -1.80  0.99  1.20  0.2116
H  2.18  2.16  0.15  0.2376
H  2.61  -0.38  -0.38  0.4249
H  0.26  0.27  -1.63  0.2226
H  -1.13  -1.59  -2.05  0.3269
H  -0.53  -2.52  -0.33  0.2730

=====

Entry 11:
A molecular structure, C6H9NO, computed with ωB97M-V with the def2-TZVPD basis set.

Net charge   0
Orbital gap   9.2 eV
Energy above the lowest of the compared OMol25 structures with the same formula, charge and spin   364.9 kJ/mol
LUMO energy   0.017 hartree
E_HOMO   -8.70 eV

Each line ends with the Mulliken charge.
Element x y z (Å)
C  1.46  -0.12  -0.50  0.5653
C  1.37  0.17  0.99  -0.7791
C  0.08  0.21  1.25  -0.3809
C  -0.73  -0.08  0.08  0.1573
C  -2.19  -0.14  0.05  -0.1643
C  0.13  -0.37  -0.89  -0.8828
H  2.00  0.44  -2.26  0.2771
H  1.62  1.73  -1.18  0.2887
H  2.16  -1.07  -0.58  0.2447
H  2.28  0.23  1.71  0.3003
H  -0.36  0.44  2.23  0.4532
H  -2.41  0.97  0.20  0.1897
H  -2.78  -0.64  -0.77  0.2753
H  -1.92  -1.48  1.64  0.3495
H  -0.09  -0.51  -1.92  0.3279
N  2.15  0.88  -1.26  -0.6714
O  -2.77  -0.67  1.22  -0.5504

=====

Entry 12:
A single C6H9NO molecule, computed with ωB97M-V with the def2-TZVPD basis set.

Net charge   0
Orbital gap   9.3 eV
Energy above the lowest of the compared OMol25 structures with the same formula, charge and spin   158.8 kJ/mol
LUMO energy   0.015 hartree
SMILES string   C=N/C(C)=C(\C)C=O
E_HOMO   -8.89 eV

Each line ends with the Mulliken charge.
Element x y z (Å)
C  -1.77  -0.62  1.62  -0.2796
N  -0.69  -1.06  1.07  -0.4622
C  0.12  -0.09  0.51  0.7129
C  0.81  0.83  1.49  -1.2142
C  0.34  -0.07  -0.82  0.4480
C  -0.29  -1.03  -1.79  -1.4207
C  1.23  0.94  -1.47  -0.2805
O  1.58  1.99  -0.96  -0.5134
H  -2.06  0.44  1.65  0.2597
H  -2.46  -1.34  2.09  0.2700
H  0.35  1.82  1.48  0.2965
H  1.88  0.92  1.28  0.3854
H  0.74  0.44  2.52  0.4150
H  -1.03  -1.68  -1.34  0.3765
H  -0.79  -0.48  -2.60  0.3356
H  0.48  -1.67  -2.24  0.3163
H  1.55  0.67  -2.49  0.3546

=====

Entry 13:
A single C6H9NO2 molecule, computed with ωB97M-V with the def2-TZVPD basis set.

Net charge   0
Orbital gap   9.9 eV
Energy above the lowest of the compared OMol25 structures with the same formula, charge and spin   287.7 kJ/mol
LUMO energy   0.036 hartree
SMILES string   C1O[C@H]2CN[C@H]3C[C@]32O1
E_HOMO   -8.92 eV

Each line ends with the Mulliken charge.
Element x y z (Å)
C  -2.32  0.02  -0.04  -0.2783
O  -1.54  1.17  0.30  -0.4308
C  -0.27  0.88  -0.31  0.5041
C  1.08  1.29  0.25  -1.0024
N  1.96  0.29  -0.36  -0.4582
C  1.20  -0.96  -0.42  -0.3660
C  0.54  -1.28  0.90  -0.8134
C  -0.21  -0.61  -0.18  0.6580
O  -1.49  -1.02  -0.60  -0.4693
H  -2.81  -0.40  0.84  0.2564
H  -3.03  0.25  -0.82  0.2541
H  -0.30  1.14  -1.38  0.2251
H  1.12  1.21  1.33  0.3165
H  1.37  2.32  -0.01  0.3852
H  2.14  0.62  -1.32  0.2994
H  1.63  -1.76  -1.03  0.4022
H  0.15  -2.30  1.00  0.3162
H  0.77  -0.85  1.86  0.2011